# 1
DFT (the ωB97M-V functional and the def2-TZVPD basis) results for 7 unconnected molecules or ions with the total composition C30H79N5O10 in a non-equilibrium geometry.

Structure (ORCA input):
```
! wB97M-V def2-TZVPD RIJCOSX def2/J DEFGRID3
* xyz 0 1
C 6.7123 -0.3080 2.2836
O 5.5911 0.4637 2.6741
C 5.4470 1.5849 1.8262
C 4.0502 2.2078 2.0611
C 2.9236 1.2627 1.7339
N 3.8758 3.4174 1.2822
H 6.8259 -1.1881 2.9169
H 7.6355 0.2761 2.3123
H 6.5581 -0.7116 1.2759
H 6.2107 2.3341 2.0762
H 5.5627 1.3286 0.7650
H 4.0249 2.5005 3.1169
H 2.9748 1.0581 0.6605
H 1.9670 1.6921 2.0254
H 3.0293 0.3155 2.2651
H 4.6608 4.0557 1.3719
H 3.8783 3.1769 0.2856
C 4.3914 0.6052 -5.0829
O 3.8925 0.9641 -3.8163
C 3.1761 2.2027 -3.8222
C 2.9869 2.5582 -2.3402
C 2.1561 3.8184 -2.1592
N 4.3223 2.7450 -1.7347
H 5.0906 -0.2240 -5.0123
H 4.8028 1.4731 -5.6091
H 3.6015 0.2640 -5.7650
H 3.8576 2.9298 -4.2747
H 2.2188 2.2147 -4.3498
H 2.5628 1.6876 -1.8337
H 1.9720 4.0399 -1.1086
H 1.1742 3.7020 -2.6326
H 2.5267 4.7085 -2.6738
H 4.7460 3.6011 -2.0817
H 4.8646 1.9782 -2.1283
C -1.3573 4.4956 -0.3742
O -1.7817 5.6322 -1.0977
C -0.6675 6.3782 -1.5621
C -1.1452 7.6198 -2.2545
N -1.5048 7.4194 -3.6790
C -2.5741 6.4411 -3.8798
C -2.9325 6.2809 -5.3303
O -3.5619 7.4578 -5.8265
C -3.9203 7.4566 -7.1754
H -0.8207 4.6956 0.5589
H -0.7204 3.9122 -1.0517
H -2.2409 3.9044 -0.1334
H 0.0012 5.8087 -2.2222
H -0.0585 6.6516 -0.6893
H -0.2862 8.2966 -2.2404
H -1.9821 8.1093 -1.7457
H -1.8465 8.3391 -3.9400
H -3.4111 6.7225 -3.2280
H -2.1867 5.4870 -3.5205
H -3.6095 5.4325 -5.4733
H -2.0395 6.1757 -5.9572
H -4.6857 8.2117 -7.3488
H -4.2854 6.4800 -7.5111
H -3.0609 7.7364 -7.7990
C 2.1781 -5.2820 6.9586
O 2.8381 -5.3508 5.6901
C 2.5484 -4.2282 4.8960
C 3.2059 -4.4073 3.5357
N 3.0878 -3.2036 2.7087
C 3.6801 -3.4085 1.3855
C 3.6344 -2.1001 0.6078
O 4.2711 -2.2893 -0.6424
C 4.3225 -1.1139 -1.4131
H 2.6211 -4.3717 7.3902
H 2.5299 -6.0244 7.6711
H 1.1018 -5.2506 6.7990
H 2.8609 -3.2953 5.3807
H 1.4596 -4.2167 4.7556
H 2.7975 -5.2881 3.0412
H 4.2651 -4.6214 3.7333
H 3.5063 -2.4319 3.2116
H 3.2132 -4.2038 0.8053
H 4.7164 -3.7337 1.5438
H 4.2112 -1.3013 1.0874
H 2.5855 -1.8302 0.4512
H 3.3175 -0.6879 -1.5226
H 4.6945 -1.3472 -2.4058
H 4.9402 -0.3824 -0.8767
C -3.2965 -1.7208 1.3972
O -4.3728 -2.6315 1.2986
C -4.8101 -3.1220 2.5199
C -5.7189 -4.3005 2.2834
N -6.9671 -4.0322 1.5640
C -7.6165 -5.2136 1.0391
C -9.0451 -4.8970 0.6604
O -9.5494 -6.0340 -0.0460
C -10.9141 -5.9377 -0.3635
H -2.9346 -1.3982 0.4224
H -2.4004 -2.1672 1.8416
H -3.6321 -0.8509 1.9676
H -5.2971 -2.4050 3.2046
H -3.9743 -3.4312 3.1686
H -5.9501 -4.8361 3.2064
H -5.1049 -5.0063 1.7020
H -6.7284 -3.4178 0.7926
H -7.6423 -5.9900 1.8044
H -7.1778 -5.6160 0.1159
H -9.1626 -4.0178 0.0193
H -9.6781 -4.8306 1.5514
H -11.0057 -5.2788 -1.2365
H -11.5023 -5.4648 0.4310
H -11.3682 -6.8956 -0.6035
C -0.3379 0.8314 0.3716
C 0.2837 0.0029 -0.7592
O -0.0875 -1.3637 -0.5201
H -1.4162 0.9182 0.2535
H 0.0742 1.8464 0.3461
H -0.0337 0.4158 1.3314
H 1.3727 0.0203 -0.6709
H -0.0076 0.3972 -1.7296
H 0.3294 -1.6265 0.3161
C -0.8819 -4.9470 2.2943
C -0.0753 -4.1961 1.2249
O 0.4007 -2.9807 1.7849
H -1.8575 -4.4881 2.4641
H -0.3427 -4.9857 3.2406
H -1.1254 -5.9616 1.9662
H -0.7126 -3.9913 0.3648
H 0.8197 -4.7606 0.9422
H 1.2673 -3.1444 2.2192
*
```

For the LUMO energy, the calculation gives 0.59 eV. The HOMO-LUMO gap is 9.23 eV. The value obtained for the total energy is -60310.9340 eV.

=====

# 2
DFT (the ωB97M-V functional and the def2-TZVPD basis) results for 7 unconnected molecules or ions with the total composition C30H80B2F8N5O10 in a non-equilibrium geometry.

Structure (ORCA input):
```
! wB97M-V def2-TZVPD RIJCOSX def2/J DEFGRID3
* xyz 3 1
C -4.6153 10.8676 25.5823
O -3.4532 11.1658 24.8148
C -2.9655 10.1583 23.9673
C -3.2457 10.5571 22.5273
N -2.8455 11.9889 22.2935
H -3.3818 12.2929 21.4805
H -3.1276 12.4566 23.1767
C -1.4039 12.2654 22.0278
C -1.1593 13.7256 22.2662
O -1.6675 14.0017 23.5473
C -1.3787 15.3210 24.0042
H -4.4840 9.9593 26.1704
H -5.5601 10.8374 25.0347
H -4.6823 11.7400 26.2254
H -3.4836 9.2155 24.1575
H -1.8831 10.0508 24.0851
H -4.2827 10.4748 22.2048
H -2.6976 9.9173 21.8306
H -1.1600 11.8719 21.0461
H -0.8273 11.7063 22.7667
H -1.6648 14.3748 21.5362
H -0.0877 13.9548 22.2250
H -1.9728 16.0922 23.5166
H -0.3280 15.5300 23.7588
H -1.4502 15.3043 25.0838
C -3.1894 1.6104 21.8979
O -3.5400 2.2290 23.1115
C -2.4656 2.4033 23.9971
C -3.0513 2.6985 25.3318
N -3.9944 3.8602 25.2457
H -3.6871 4.5246 24.5299
H -4.8759 3.4608 24.9018
C -4.2711 4.5623 26.5458
C -4.6176 6.0065 26.3752
O -5.6948 6.1115 25.4705
C -5.9429 7.4222 25.0172
H -2.3742 2.0984 21.3631
H -4.0724 1.5790 21.2636
H -2.9574 0.5518 22.0644
H -1.6779 3.0569 23.5895
H -1.9006 1.4546 24.0726
H -2.3070 2.9177 26.1014
H -3.5741 1.8592 25.7892
H -3.3592 4.4126 27.1203
H -5.0304 3.9932 27.0805
H -3.7449 6.5146 25.9314
H -4.9045 6.5232 27.2871
H -6.7582 7.3660 24.2976
H -5.1249 7.8739 24.4327
H -6.2352 8.0856 25.8362
C -6.6007 7.3238 34.4679
O -5.7158 8.1602 33.7043
C -4.4095 7.7509 33.6473
C -3.4145 8.8768 33.5007
N -3.5099 9.5569 32.1491
H -2.6180 10.0121 31.9384
H -3.5228 8.7795 31.4604
C -4.7000 10.4503 32.0022
C -4.8252 11.1040 30.6549
O -3.7216 11.9627 30.4807
C -3.8416 12.8059 29.3339
H -6.1788 7.0795 35.4515
H -6.7447 6.4295 33.8638
H -7.5356 7.8400 34.6488
H -4.1885 6.9851 32.8927
H -4.0359 7.2440 34.5572
H -2.3941 8.5051 33.5477
H -3.5707 9.6620 34.2367
H -4.6497 11.1548 32.8296
H -5.5561 9.7927 32.1657
H -5.8163 11.5697 30.6532
H -4.8561 10.2845 29.9195
H -4.3778 13.7170 29.5950
H -4.3300 12.2677 28.5171
H -2.8253 13.0357 29.0122
C 2.9535 10.9084 26.9556
O 1.8266 10.3782 27.6608
C 0.7913 9.9107 26.8600
C -0.3776 9.6708 27.7784
N -0.1150 8.5963 28.7692
H 0.7282 8.8381 29.3069
H -0.8909 8.4546 29.4325
C 0.1004 7.2258 28.2012
C 0.4149 6.1870 29.2445
O 1.2991 6.7939 30.1468
C 1.8982 5.8747 31.0620
H 3.1469 10.3663 26.0159
H 3.8556 10.7896 27.5407
H 2.6956 11.9230 26.6382
H 1.0581 9.0031 26.2991
H 0.4585 10.6534 26.1168
H -1.3551 9.5729 27.3103
H -0.5172 10.5407 28.4279
H 0.9011 7.3137 27.4756
H -0.8352 6.9618 27.7088
H 0.8215 5.3011 28.7341
H -0.4818 5.7937 29.7449
H 2.1529 4.9231 30.5871
H 1.2021 5.6529 31.8833
H 2.7895 6.2992 31.5140
C -8.7588 3.2844 33.0571
O -7.4261 3.6667 32.7475
C -7.2183 3.8108 31.3727
C -6.1536 4.8211 31.0879
N -4.7644 4.3815 31.6535
H -4.4174 3.6404 31.0418
H -4.1439 5.1767 31.4467
C -4.6890 4.0368 33.0932
C -3.2580 4.0466 33.5716
O -2.5438 5.2229 33.2666
C -1.4083 5.3424 34.1222
H -9.0184 2.3080 32.6269
H -9.4854 3.9786 32.6192
H -8.8824 3.2571 34.1330
H -8.1117 4.1407 30.8319
H -7.0138 2.8208 30.9232
H -6.2837 5.8362 31.4558
H -5.8574 4.9875 30.0502
H -5.0863 3.0322 33.2251
H -5.3344 4.6506 33.7070
H -2.7486 3.1619 33.1436
H -3.2432 3.8120 34.6450
H -0.7629 6.1330 33.7485
H -0.8412 4.4132 34.2289
H -1.7594 5.6200 35.1246
B -8.1117 8.4638 30.4471
F -9.3791 8.5244 29.8257
F -7.8104 9.7306 31.0113
F -8.1075 7.5065 31.5047
F -7.1551 8.1086 29.4413
B -3.3593 7.3091 29.5434
F -2.2682 7.2749 30.4895
F -4.5061 7.7668 30.1798
F -3.0106 8.1570 28.4623
F -3.5424 5.9746 29.0689
*
```

For the LUMO energy, the calculation gives -6.49 eV. The HOMO-LUMO gap is 8.80 eV. The value obtained for the total energy is -83409.9068 eV.

=====

# 3
DFT (the ωB97M-V functional and the def2-TZVPD basis) results for a molecular structure, C30H80F2HfNO34S12 in a non-equilibrium geometry.

Structure (ORCA input):
```
! wB97M-V def2-TZVPD RIJCOSX def2/J DEFGRID3
* xyz 3 1
Hf 23.3641 18.9420 -15.2610
N 24.0864 17.1891 -14.1027
S 24.0257 16.8276 -12.5109
O 25.1786 17.2407 -11.7769
O 23.1231 15.7964 -12.1243
F 23.1085 18.1777 -12.3070
S 25.1046 15.8314 -14.3966
O 24.5636 14.5213 -14.2506
O 26.4943 16.0093 -14.1909
F 24.9524 15.9755 -15.9791
O 17.9732 12.1171 -8.3101
S 19.0653 11.1828 -8.3977
O 18.7848 9.7979 -8.6985
O 20.1147 11.7600 -9.5094
C 20.4996 13.1372 -9.3572
C 20.5852 13.7786 -10.7193
C 20.0838 11.2883 -6.9009
H 21.4685 13.1083 -8.8576
H 19.8023 13.7290 -8.7623
H 19.6726 13.7678 -11.3197
H 21.2256 13.2121 -11.4073
H 21.0698 14.7488 -10.6009
H 21.0839 11.6878 -7.0285
H 20.0541 10.3029 -6.4409
H 19.5224 11.9370 -6.2275
O 30.3245 11.1767 -10.6091
S 30.4051 12.5679 -10.9982
O 31.6064 13.3120 -11.2357
O 29.4169 12.7590 -12.2962
C 28.2040 11.9804 -12.3724
C 27.2781 12.6285 -13.3756
C 29.4999 13.4448 -9.6611
H 27.8184 12.0028 -11.3507
H 28.4862 10.9612 -12.6342
H 27.6287 12.5966 -14.4060
H 27.1655 13.6903 -13.1417
H 26.2655 12.2246 -13.3507
H 28.4847 13.0570 -9.6491
H 29.4678 14.5157 -9.8505
H 30.0531 13.2393 -8.7491
O 22.2481 20.4267 -13.7759
S 21.7701 21.6212 -13.0520
O 22.0568 21.8665 -11.6789
O 22.2002 22.8458 -13.9909
C 22.1870 24.1673 -13.4159
C 23.4888 24.4611 -12.6925
C 19.9616 21.7389 -13.3139
H 21.4003 24.2414 -12.6559
H 21.8791 24.9563 -14.1000
H 23.5837 25.4978 -12.3693
H 24.3700 24.1828 -13.2704
H 23.5534 23.9112 -11.7532
H 19.6809 21.3853 -14.3033
H 19.6382 22.7771 -13.2651
H 19.5101 21.1642 -12.5084
O 29.6562 18.1971 -12.6996
S 29.9860 17.4126 -13.8783
O 29.1342 17.4970 -15.0391
O 31.5314 17.6244 -14.3102
C 32.4958 18.1228 -13.3766
C 33.7658 18.6126 -14.0465
C 30.0285 15.6662 -13.3933
H 32.8313 17.3077 -12.7321
H 32.0923 18.9462 -12.7882
H 33.6313 19.5335 -14.6131
H 34.1345 17.8886 -14.7789
H 34.5895 18.6702 -13.3375
H 30.4309 15.1492 -14.2629
H 29.0077 15.3172 -13.2585
H 30.6427 15.6580 -12.4971
O 25.6083 14.6457 -11.0245
S 25.2589 14.4086 -9.6411
O 26.2275 14.6879 -8.6145
O 23.8364 15.1978 -9.3727
C 23.8393 16.3571 -8.5105
C 23.7533 15.9207 -7.0659
C 24.6012 12.7734 -9.2966
H 22.8833 16.7706 -8.8530
H 24.6178 17.0870 -8.7356
H 24.7274 15.5758 -6.7158
H 23.1181 15.0391 -6.9696
H 23.3968 16.6964 -6.3900
H 23.6804 12.5592 -9.8296
H 24.5314 12.7929 -8.2107
H 25.3723 12.0523 -9.5674
O 25.2954 21.7824 -12.4185
S 25.8647 20.6777 -13.1527
O 24.9260 19.9546 -14.0620
O 26.9375 21.2357 -14.1863
C 27.7644 22.3841 -13.7849
C 29.2237 21.9303 -13.7452
C 26.9201 19.5428 -12.1812
H 27.4791 22.8202 -12.8275
H 27.5606 23.1524 -14.5273
H 29.8347 22.8321 -13.7939
H 29.4282 21.3029 -14.6107
H 29.4892 21.4132 -12.8253
H 27.1264 18.6563 -12.7766
H 26.4924 19.4320 -11.1871
H 27.8663 20.0649 -12.0297
O 27.5491 12.3395 -16.9136
S 28.6963 13.1876 -17.2096
O 29.7438 13.4168 -16.2545
O 29.3339 12.6521 -18.5495
C 28.5051 12.1248 -19.6136
C 29.3921 11.1051 -20.3193
C 28.0080 14.8339 -17.6837
H 28.1696 12.9370 -20.2636
H 27.5897 11.6878 -19.2151
H 29.6120 10.3392 -19.5761
H 30.2962 11.6095 -20.6502
H 28.8894 10.5962 -21.1397
H 27.6305 14.7112 -18.6995
H 28.7769 15.5940 -17.8162
H 27.2995 15.0996 -16.9069
O 21.4147 18.0304 -14.2933
S 19.9938 17.6931 -14.0631
O 19.1202 18.6308 -13.4175
O 19.3887 17.2091 -15.4943
C 17.9522 17.2053 -15.6628
C 17.6790 15.9506 -16.5213
C 19.9615 16.1131 -13.1712
H 17.5373 18.0816 -16.1548
H 17.4573 16.9911 -14.7168
H 17.8215 15.0692 -15.8965
H 18.1667 15.8061 -17.4830
H 16.6166 15.9491 -16.7797
H 18.9255 15.8874 -12.9175
H 20.4270 16.2510 -12.1948
H 20.4556 15.3484 -13.7635
O 21.3306 15.0963 -16.0683
S 21.9785 15.9519 -17.0257
O 22.4273 17.3165 -16.6410
O 23.2877 15.2260 -17.6229
C 23.2411 13.8074 -17.9822
C 24.7444 13.5153 -18.1354
C 20.9730 15.9918 -18.5566
H 22.6544 13.5706 -18.8681
H 22.8427 13.2417 -17.1393
H 24.9657 12.4573 -18.2592
H 25.3752 13.8982 -17.3394
H 25.0498 14.0678 -19.0267
H 21.5749 16.3492 -19.3889
H 20.1164 16.6218 -18.3302
H 20.7314 14.9426 -18.7110
O 23.7323 11.4476 -12.0982
S 22.7217 10.8494 -12.9353
O 23.0454 9.7139 -13.7390
O 21.5133 10.4841 -11.9454
C 20.3313 9.8604 -12.5072
C 19.2345 9.8448 -11.4387
C 21.9728 12.1168 -13.9856
H 20.6138 8.8507 -12.7931
H 19.9379 10.5448 -13.2595
H 18.9739 10.8892 -11.2550
H 19.5390 9.4218 -10.4813
H 18.3465 9.2980 -11.7503
H 21.3211 11.7240 -14.7635
H 22.8214 12.5937 -14.4757
H 21.4115 12.8195 -13.3726
*
```

For the LUMO energy, the calculation gives -12.20 eV. The HOMO-LUMO gap is 2.82 eV. The value obtained for the total energy is -240242.0402 eV.